# 1
Density functional theory data (ωB97M-V/def2-TZVPD) for a structure of composition C27H34CeN6OS7.

Spin multiplicity: 2
Total charge: -1
Relative energy (zero: lowest compared OMol25 entry of this formula, charge and spin) (kJ/mol): 28.1
LUMO (eV): 2.01

Last column: Mulliken spin population.
Element x y z (Å)
Ce1 0.09210 0.71658 0.06708  1.01
C1 -2.56970 -1.66154 -3.48004  0.00
C2 -2.30545 -0.59518 -2.45472  0.00
N1 -1.41080 -0.79936 -1.53513  0.00
N2 -0.85011 -2.06349 -1.62430  0.00
C3 -0.38960 -2.61929 -0.56496  0.00
S1 -0.33873 -2.00987 1.03657  0.00
S2 0.11624 -4.29875 -0.66853  0.00
C4 0.08696 -4.62334 -2.48287  0.00
C5 1.43843 -4.31535 -3.02783  0.00
C6 2.37498 -5.32417 -3.21393  0.00
C7 3.66754 -5.01570 -3.59987  0.00
C8 4.03615 -3.69599 -3.80099  0.00
C9 3.10473 -2.68722 -3.62273  0.00
C10 1.81448 -2.99380 -3.23830  0.00
C11 -3.06950 0.63807 -2.49066  0.00
C12 -4.36926 0.65704 -2.99858  0.00
C13 -5.12854 1.80684 -3.03032  0.00
C14 -4.58255 2.99367 -2.55825  0.00
C15 -3.30991 3.01051 -2.04333  0.00
C16 -2.51812 1.84189 -1.96337  0.00
O1 -1.33991 1.89360 -1.42269  0.00
H1 -1.61302 -1.95663 -3.90898  0.00
H2 -3.22176 -1.31548 -4.27285  0.00
H3 -2.99064 -2.54797 -3.00743  0.00
H4 -0.69224 -3.97405 -2.87583  0.00
H5 -0.18631 -5.67303 -2.58664  0.00
H6 2.09266 -6.35139 -3.02763  0.00
H7 4.39715 -5.80623 -3.71801  0.00
H8 5.05210 -3.44688 -4.07635  0.00
H9 3.38268 -1.65168 -3.74811  0.00
H10 1.10320 -2.20107 -3.05704  0.00
H11 -4.81315 -0.26696 -3.33686  0.00
H12 -6.14412 1.77835 -3.40014  0.00
H13 -5.16083 3.90879 -2.57798  0.00
H14 -2.88458 3.93250 -1.66762  0.00
N3 -1.55254 2.69524 1.16546  0.00
C17 -1.11876 4.09522 1.15495  0.00
C18 0.39458 4.18150 0.93085  0.00
N4 0.76901 3.39248 -0.23995  0.00
H15 -1.66955 2.43342 0.16878  0.00
H16 -2.47682 2.63244 1.58616  0.00
H17 -1.35766 4.56969 2.11021  0.00
H18 -1.62549 4.66084 0.35761  0.00
H19 0.91808 3.75699 1.79342  0.00
H20 0.67705 5.24536 0.83896  0.00
H21 1.78413 3.39023 -0.34628  0.00
H22 0.35868 3.79302 -1.08575  0.00
S3 7.77216 -0.33706 -0.61101  0.00
C19 6.16876 0.00125 -0.50609  0.00
S4 5.01966 -0.33213 -1.76375  0.00
C20 3.58216 0.27553 -0.94166  0.00
C21 3.78242 0.75736 0.31329  0.00
S5 2.61768 1.42700 1.39839  0.00
S6 5.44600 0.71840 0.89640  0.00
S7 2.11281 0.24045 -1.84915  0.00
C22 0.91724 -0.38357 3.63608  0.00
C23 0.75800 -0.63637 5.14783  0.00
N5 -0.33008 0.17264 5.67981  0.00
C24 -0.05129 1.57380 5.40142  0.00
C25 0.04474 1.81355 3.87608  0.00
N6 -0.12499 0.54421 3.15448  0.00
C26 -1.44465 -0.01272 3.48969  0.00
C27 -1.56838 -0.21098 5.01717  0.00
H23 0.83110 -1.31927 3.08307  0.00
H24 1.88556 0.06875 3.41286  0.00
H25 1.66971 -0.37982 5.69030  0.00
H26 0.52426 -1.68332 5.34743  0.00
H27 0.88323 1.83176 5.90291  0.00
H28 -0.85128 2.16649 5.85358  0.00
H29 1.01890 2.22104 3.59921  0.00
H30 -0.73263 2.49945 3.53942  0.00
H31 -1.55002 -0.96429 2.96444  0.00
H32 -2.20586 0.67817 3.11445  0.00
H33 -1.77019 -1.25588 5.26238  0.00
H34 -2.37630 0.39575 5.43576  0.00

# 2
Density functional theory data (ωB97M-V/def2-TZVPD) for the molecule C4H4N2O in a non-equilibrium geometry.

Relative energy (zero: lowest compared OMol25 entry of this formula, charge and spin) (kJ/mol): 471.5
Structure (SMILES): C=C=NNC=C=O
LUMO (eV): 0.27

Last column: Löwdin charge in e.
Element x y z (Å)
C1 -1.48928 -1.46636 0.20892  0.01
C2 -0.73377 -0.41890 0.09120  -0.17
N1 -0.46042 0.76568 0.32127  0.05
N2 0.71095 1.41229 0.25146  -0.05
C3 1.98078 0.85016 -0.05697  -0.10
C4 2.49757 -0.31297 0.16119  -0.15
O1 2.90973 -1.42413 0.07121  0.14
H1 -1.51997 -1.93146 1.10213  0.01
H2 -1.79181 -1.98221 -0.73808  0.08
H3 0.80214 2.34991 0.49908  0.11
H4 2.55755 1.47631 -0.53474  0.07

# 3
Density functional theory data (ωB97M-V/def2-TZVPD) for a cluster of 2 separate species, C4H12 in total in a non-equilibrium geometry.

Spin multiplicity: 2
Total charge: -1
Relative energy (zero: lowest compared OMol25 entry of this formula, charge and spin) (kJ/mol): 66.4
LUMO (spin up / spin down) (eV): 4.47 / 4.57

Last column: Mulliken spin population.
Element x y z (Å)
C1 -1.93994 -1.46827 -0.75799  0.30
C2 -2.51994 -0.32932 0.11641  1.10
H1 -0.90980 -1.11623 -0.87112  0.24
H2 -2.11052 -2.48954 -0.44503  -0.39
H3 -2.25525 -1.31951 -1.79920  -0.09
H4 -3.14740 0.34984 -0.45288  -0.27
H5 -3.12861 -0.64849 0.97270  -0.01
H6 -1.69907 0.16435 0.63969  -0.29
C3 2.30498 1.62421 0.18054  1.06
C4 2.05738 0.14950 0.49406  0.03
H7 1.35651 2.14920 0.10279  -0.60
H8 3.07710 2.07249 0.80225  -0.18
H9 2.79027 1.66075 -0.80882  -0.12
H10 2.44005 -0.13839 1.48359  -0.34
H11 2.67658 -0.53811 -0.09500  -0.31
H12 1.00764 -0.12248 0.43800  0.87

# 4
Density functional theory data (ωB97M-V/def2-TZVPD) for a cluster of 9 separate species, C68H91BIN2O3S3 in total in a non-equilibrium geometry.

Total charge: -1
LUMO (eV): 1.64

Last column: Löwdin charge in e.
Element x y z (Å)
C1 0.97169 2.31384 6.99156  -0.09
C2 1.66955 1.75201 5.67996  -0.29
C3 1.54124 2.73827 4.45000  -0.59
I1 3.48739 3.14094 3.49066  0.81
B1 0.32186 2.40034 3.41218  -0.80
C4 0.17781 3.54050 2.20094  -0.16
C5 0.88813 3.16095 0.84744  -0.23
C6 1.24850 4.49048 0.02986  -0.19
C7 2.60435 4.22178 -0.74202  -0.20
C8 3.86608 4.79267 0.02011  -0.29
N1 4.52411 5.89010 -0.75577  -0.03
C9 -1.07621 2.59807 4.31991  -0.16
C10 -1.46346 4.07920 4.64277  -0.21
C11 -2.72042 4.03726 5.62095  -0.23
C12 -4.03410 3.63082 4.88439  -0.22
S1 -4.61437 4.92008 3.71664  0.70
O1 -6.06378 5.18773 3.92248  -0.33
O2 -3.82646 6.16193 3.88075  -0.34
O3 -4.32874 4.35234 2.19711  -0.17
C13 0.23483 0.86063 2.85433  -0.14
C14 1.55152 0.01434 2.77466  -0.27
C15 2.14377 -0.13482 1.30518  -0.51
S2 2.23055 -1.89353 0.78062  0.88
C16 2.59833 -1.79408 -0.98912  -1.03
S3 3.18885 -0.34882 -1.59637  0.66
N2 2.44622 -2.89123 -1.90486  -0.25
C17 1.20429 -3.65675 -1.67988  -0.25
C18 0.05958 -2.92903 -2.50782  -0.07
C19 3.65958 -3.73848 -1.98591  -0.23
C20 4.52877 -3.18082 -3.18940  -0.10
H1 1.66195 2.35225 7.85536  0.06
H2 0.10496 1.63274 7.18090  0.05
H3 0.50556 3.31081 6.80521  0.06
H4 2.76005 1.72447 5.93355  0.06
H5 1.38205 0.70725 5.45255  0.10
H6 1.29352 3.72579 4.91476  0.05
H7 -0.90271 3.71944 1.93589  0.09
H8 0.57567 4.51470 2.59635  0.09
H9 1.84096 2.61363 0.95634  0.05
H10 0.13211 2.61404 0.23268  0.11
H11 0.43953 4.79650 -0.66059  0.10
H12 1.48520 5.26218 0.79776  0.09
H13 2.80663 3.13438 -0.88387  0.08
H14 2.59018 4.66758 -1.76292  0.09
H15 4.63178 4.00679 0.19969  0.09
H16 3.58978 5.21230 1.01392  0.06
H17 5.53572 5.83907 -0.66538  0.03
H18 4.23800 6.76301 -0.32208  0.05
H19 -1.08906 1.93167 5.22257  0.09
H20 -1.88985 2.19280 3.64970  0.09
H21 -1.82343 4.65638 3.76245  0.08
H22 -0.69566 4.66386 5.18912  0.11
H23 -2.53003 3.41499 6.52122  0.11
H24 -2.86427 5.08650 5.97703  0.10
H25 -3.90937 2.63279 4.40890  0.10
H26 -4.83628 3.54151 5.64975  0.10
H27 -3.43503 3.96534 2.18933  0.07
H28 -0.47534 0.28547 3.51135  0.09
H29 -0.24425 0.81826 1.83871  0.10
H30 2.37887 0.30322 3.44810  0.06
H31 1.28337 -1.03962 3.06620  0.08
H32 1.43334 0.38789 0.63180  0.05
H33 3.11299 0.40267 1.20863  0.05
H34 1.27857 -4.68848 -2.09649  0.10
H35 0.91094 -3.77114 -0.61368  0.08
H36 -0.93152 -3.06891 -2.03202  0.06
H37 0.34507 -1.86981 -2.65797  0.07
H38 0.04280 -3.42956 -3.50392  0.06
H39 3.42848 -4.81616 -2.10673  0.09
H40 4.30421 -3.63514 -1.08340  0.11
H41 3.83191 -2.87492 -4.00101  0.07
H42 5.04084 -2.26910 -2.82779  0.04
H43 5.20759 -3.94567 -3.62109  0.06
C21 -3.44739 11.16835 7.33358  -0.11
C22 -4.54862 10.98138 6.50649  -0.11
C23 -4.67133 9.81208 5.76472  -0.09
C24 -3.69740 8.82445 5.85651  -0.08
C25 -2.59812 9.01061 6.68660  -0.09
C26 -2.47049 10.18356 7.42190  -0.11
H44 -3.35017 12.08141 7.90931  0.09
H45 -5.31171 11.74822 6.43938  0.09
H46 -5.52633 9.66903 5.11515  0.10
H47 -3.79548 7.91108 5.28159  0.07
H48 -1.83941 8.24034 6.75948  0.10
H49 -1.61032 10.32988 8.06456  0.10
C27 -3.28708 -5.06102 -7.44347  -0.11
C28 -3.48717 -3.80263 -6.88846  -0.09
C29 -3.24324 -3.59164 -5.53673  -0.09
C30 -2.79000 -4.63744 -4.74157  -0.10
C31 -2.58642 -5.89490 -5.29720  -0.10
C32 -2.83880 -6.10822 -6.64714  -0.10
H50 -3.48033 -5.22592 -8.49681  0.09
H51 -3.83414 -2.98573 -7.50997  0.10
H52 -3.40507 -2.61246 -5.10289  0.10
H53 -2.59508 -4.47181 -3.68912  0.09
H54 -2.23131 -6.70961 -4.67711  0.10
H55 -2.68506 -7.08997 -7.07912  0.10
C33 -6.57665 -6.77455 -12.31841  -0.09
C34 -6.77685 -5.51646 -11.76346  -0.09
C35 -6.53278 -5.30568 -10.41172  -0.09
C36 -6.07914 -6.35148 -9.61637  -0.10
C37 -5.87546 -7.60873 -10.17208  -0.09
C38 -6.12807 -7.82166 -11.52200  -0.10
H56 -6.77030 -6.93936 -13.37138  0.08
H57 -7.12418 -4.69978 -12.38495  0.10
H58 -6.69503 -4.32641 -9.97775  0.10
H59 -5.88434 -6.18596 -8.56358  0.09
H60 -5.52022 -8.42340 -9.55221  0.10
H61 -5.97424 -8.80345 -11.95385  0.10
C39 -0.74418 0.09148 10.37105  -0.09
C40 -0.08680 0.08037 11.59477  -0.11
C41 1.00002 -0.76296 11.79272  -0.12
C42 1.43488 -1.58899 10.76331  -0.10
C43 0.77955 -1.57478 9.53783  -0.09
C44 -0.31211 -0.73788 9.34306  -0.09
H62 -1.59259 0.74730 10.21731  0.10
H63 -0.42101 0.73004 12.39515  0.10
H64 1.50935 -0.77506 12.74913  0.10
H65 2.28546 -2.24279 10.91580  0.10
H66 1.12007 -2.21629 8.73407  0.10
H67 -0.82525 -0.73009 8.38930  0.10
C45 4.53473 -9.40916 -3.42222  -0.10
C46 4.66450 -8.04782 -3.66894  -0.09
C47 3.54024 -7.28272 -3.95428  -0.10
C48 2.28423 -7.87727 -3.98362  -0.09
C49 2.15413 -9.23794 -3.73335  -0.10
C50 3.27946 -10.00493 -3.45674  -0.10
H68 5.41172 -10.00617 -3.20287  0.10
H69 5.64262 -7.58275 -3.63943  0.10
H70 3.64221 -6.22228 -4.15313  0.09
H71 1.40715 -7.27938 -4.20153  0.10
H72 1.17484 -9.70110 -3.75461  0.10
H73 3.17836 -11.06663 -3.26680  0.10
C51 -10.77483 -7.83951 -16.11955  -0.10
C52 -10.10717 -6.92719 -16.92751  -0.10
C53 -8.72291 -6.82498 -16.86435  -0.10
C54 -8.00500 -7.64227 -15.99927  -0.11
C55 -8.67272 -8.55735 -15.19364  -0.10
C56 -10.05766 -8.65320 -15.25069  -0.09
H74 -11.85432 -7.91657 -16.16669  0.10
H75 -10.66630 -6.29468 -17.60648  0.10
H76 -8.20319 -6.10921 -17.48959  0.10
H77 -6.92504 -7.56571 -15.95340  0.10
H78 -8.11300 -9.19562 -14.52018  0.10
H79 -10.57813 -9.36257 -14.61897  0.10
C57 5.41968 1.73188 11.35101  -0.10
C58 5.57026 3.10017 11.16037  -0.10
C59 4.45995 3.89096 10.89048  -0.10
C60 3.19711 3.31431 10.82058  -0.09
C61 3.04599 1.94649 11.01490  -0.08
C62 4.15739 1.15474 11.27575  -0.09
H80 6.28610 1.11488 11.55777  0.10
H81 6.55396 3.55043 11.22102  0.10
H82 4.57832 4.95650 10.73499  0.10
H83 2.33073 3.93124 10.61429  0.10
H84 2.06278 1.49787 10.96143  0.08
H85 4.03946 0.08748 11.42118  0.09
C63 9.55342 5.19586 -2.95515  -0.10
C64 9.06702 4.73565 -1.73770  -0.09
C65 8.81961 5.63128 -0.70452  -0.10
C66 9.04965 6.98912 -0.89220  -0.10
C67 9.53275 7.44961 -2.11093  -0.10
C68 9.78865 6.55292 -3.14114  -0.10
H86 9.74898 4.49706 -3.75947  0.10
H87 8.88093 3.67827 -1.59364  0.10
H88 8.44618 5.27151 0.24679  0.10
H89 8.85185 7.68785 -0.08833  0.10
H90 9.71035 8.50835 -2.25772  0.10
H91 10.16999 6.91160 -4.08957  0.10

# 5
Density functional theory data (ωB97M-V/def2-TZVPD) for the ion C4H9NO2 with charge +1 in a non-equilibrium geometry.

Spin multiplicity: 2
Total charge: +1
Relative energy (zero: lowest compared OMol25 entry of this formula, charge and spin) (kJ/mol): 182.3
LUMO (spin up / spin down) (eV): -3.08 / -8.11

Last column: Mulliken spin population.
Element x y z (Å)
C1 -0.52803 0.31449 0.01660  0.00
C2 -1.23436 -0.98269 0.43074  0.10
C3 -2.43163 -1.07656 -0.48102  0.00
O1 -2.55077 -0.33187 -1.41862  0.04
N1 0.73262 0.49372 0.62568  0.77
C4 2.04242 0.32384 0.04385  -0.01
O2 2.56939 1.61358 -0.02271  0.03
H1 -0.42195 0.38656 -1.06751  0.04
H2 -1.09565 1.17614 0.36449  0.00
H3 -1.56833 -0.87222 1.46292  0.00
H4 -0.63362 -1.85377 0.22692  0.00
H5 -3.24172 -1.79827 -0.29604  0.02
H6 0.74044 1.32699 1.21370  -0.03
H7 2.68654 -0.27391 0.70950  0.03
H8 1.93203 -0.19457 -0.92448  0.01
H9 3.00261 1.74852 -0.88402  0.00

| no. | calculated total energy (hartree) |
| --- | --- |
| 1 | -4715.69320 |
| 2 | -339.40209 |
| 3 | -159.50486 |
| 4 | -4497.98164 |
| 5 | -362.69057 |